Formula: C31H48F22InO9S
Source: the OMol25 dataset
Level of theory: wB97M-V/def2-TZVPD

- HOMO level (eV) = -4.83
- gap between HOMO and LUMO (eV) = 6.385
- molecular weight (g/mol) = 1129.6
- E_LUMO (eV) = 1.56
- net charge = -1
- E_tot (eV) = -127147.431

XYZ file:
```
112
Properties=species:S:1:pos:R:3:forces:R:3
C 0.583552 -3.803695 2.395384 0.064 0.285 -0.035
C 1.319957 -2.472202 2.110681 -0.455 -0.619 -0.447
In 1.324201 -2.095373 -0.082288 0.209 0.805 0.249
F 1.092241 -3.887933 -1.072105 0.097 0.115 0.137
C -0.402464 -0.772826 -0.558672 0.088 -0.596 -0.660
C -1.010494 -1.000314 -1.966790 -0.102 0.563 0.509
C -2.554637 -0.920682 -2.005760 0.118 -0.045 -0.551
C -3.234618 -2.086609 -2.747881 -0.159 0.435 0.101
C -3.915120 -3.112227 -1.850792 0.152 -0.228 0.384
C -3.056936 -3.521902 -0.651704 0.134 -0.828 -0.548
C -1.950809 -4.505761 -1.101418 -0.077 0.311 1.005
C -2.235661 -5.910164 -0.580429 -0.134 0.797 -0.149
O -1.349182 -6.874549 -1.073627 -0.128 -0.373 0.122
C -0.038956 -6.773764 -0.522498 -0.175 -0.179 -0.395
C 3.262767 -1.251905 -0.847082 -0.363 -0.260 0.585
C 4.494440 -1.957261 -0.246818 -0.930 -0.602 -0.615
C 5.595827 -2.349188 -1.227611 0.608 0.936 0.504
F 5.409890 -1.917443 -2.508091 0.140 -0.420 0.551
F 6.784227 -1.751132 -0.815535 -0.315 -0.223 -0.202
C 5.960327 -3.861598 -1.228424 1.288 -0.025 0.059
F 7.198322 -4.002213 -1.801585 -0.931 0.004 0.459
F 6.078011 -4.304506 0.063981 -0.155 0.349 -1.177
S 4.806216 -4.983899 -2.202944 -0.315 -0.503 0.681
F 5.439192 -4.456423 -3.551401 0.029 0.028 -0.092
F 3.685034 -3.892384 -2.259954 0.052 0.027 -0.177
F 4.160329 -5.552274 -0.866363 -0.018 0.031 -0.160
F 5.908785 -6.141038 -2.117080 0.018 0.028 -0.143
F 3.899590 -5.963818 -3.044794 0.025 0.084 0.068
H -0.021070 -4.123063 1.547230 -0.072 -0.112 -0.094
H -0.105264 -3.717097 3.236814 0.021 -0.102 0.229
H 1.281074 -4.610988 2.605216 0.065 -0.167 0.012
H 0.710430 -1.678714 2.539079 0.165 0.333 0.016
H 2.297735 -2.459044 2.584312 0.111 0.079 0.124
H -1.188505 -0.917320 0.182150 0.047 0.020 0.254
H -0.086000 0.266958 -0.500454 0.048 0.123 0.291
H -0.666024 -1.919864 -2.434769 -0.053 -0.246 0.051
H -0.646432 -0.185064 -2.592538 0.212 -0.096 -0.275
H -2.941036 -0.814180 -0.995639 -0.119 -0.056 0.141
H -2.833828 -0.002586 -2.523866 -0.053 0.175 0.019
H -3.969356 -1.664592 -3.432927 -0.177 -0.138 -0.156
H -2.494864 -2.584103 -3.371690 0.130 -0.070 -0.061
H -4.900614 -2.785112 -1.516078 -0.042 0.310 -0.010
H -4.078512 -4.020841 -2.432555 -0.228 -0.101 -0.102
H -2.613221 -2.671161 -0.147479 -0.054 0.177 0.059
H -3.674638 -4.049561 0.077492 -0.182 0.117 0.169
H -1.848318 -4.512260 -2.181064 0.157 -0.036 -0.191
H -1.014210 -4.192167 -0.648455 0.302 0.020 -0.452
H -2.190153 -5.852235 0.513650 -0.018 -0.191 0.174
H -3.260361 -6.178369 -0.843091 -0.006 -0.390 -0.161
H 0.261876 -7.766730 -0.195290 0.046 -0.140 0.122
H 0.648191 -6.428811 -1.288557 0.156 0.215 0.029
H -0.008358 -6.081107 0.313357 0.076 0.085 0.101
H 3.208546 -1.296863 -1.927717 0.206 0.099 -0.149
H 3.266515 -0.218351 -0.512924 0.024 0.268 -0.300
H 4.162280 -2.881284 0.228008 0.162 -0.139 0.123
H 4.927032 -1.359040 0.545503 0.305 0.092 0.008
C 8.581018 -4.223407 2.205715 0.250 0.177 0.096
C 7.485138 -4.046710 3.232252 -0.170 -0.312 -0.429
O 7.978168 -3.395842 4.424232 -0.007 -0.028 0.155
C 8.095010 -2.080574 4.367263 -0.097 -0.283 -0.102
O 7.839267 -1.370596 3.444670 0.009 0.232 -0.073
C 8.592621 -1.555415 5.725837 0.072 0.042 0.034
F 9.613387 -2.284640 6.187715 0.109 -0.077 0.045
F 7.607893 -1.607774 6.629267 -0.132 -0.029 0.091
F 8.996995 -0.296673 5.625601 0.033 0.169 -0.041
H 9.429676 -4.756944 2.636825 -0.062 -0.082 0.018
H 8.206517 -4.785713 1.352928 -0.037 -0.006 0.004
H 8.943827 -3.260122 1.848446 -0.098 0.018 -0.055
H 7.115244 -5.012813 3.567443 0.048 0.036 0.171
H 6.640553 -3.490861 2.827364 0.073 0.160 0.052
C -4.681579 3.947255 2.190395 0.476 -0.067 -0.030
C -5.020980 3.523266 0.779152 -0.429 -0.067 0.297
O -4.022434 3.964511 -0.160625 -0.009 0.077 -0.121
C -2.930080 3.213680 -0.228904 -0.259 0.048 0.011
O -2.695781 2.229693 0.395957 0.170 -0.186 0.116
C -1.986360 3.781888 -1.301670 0.101 0.020 -0.124
F -1.865499 5.114717 -1.187693 -0.117 0.046 0.017
F -2.460622 3.522880 -2.524166 -0.129 -0.023 -0.106
F -0.778818 3.249248 -1.206724 0.133 -0.067 0.081
H -4.529592 5.022927 2.239259 -0.080 0.055 0.004
H -5.484305 3.670972 2.868789 -0.071 -0.010 0.015
H -3.763337 3.470063 2.532577 -0.049 -0.106 -0.029
H -5.948198 3.990882 0.454655 0.083 0.095 -0.127
H -5.147767 2.444044 0.702191 0.177 -0.025 -0.034
C -10.880195 6.206692 0.141662 0.210 0.170 0.046
C -10.640588 5.162827 1.210266 -0.428 -0.087 -0.258
O -9.299319 5.244419 1.731353 0.094 -0.091 0.026
C -9.083133 6.181776 2.639730 -0.156 -0.162 -0.152
O -9.876008 6.960628 3.072649 -0.043 0.174 0.135
C -7.621680 6.102878 3.112327 0.118 0.122 -0.009
F -6.789489 5.986411 2.072274 -0.064 0.044 -0.040
F -7.458429 5.041027 3.907987 -0.003 -0.173 0.033
F -7.283362 7.184959 3.795746 -0.021 0.170 0.070
H -10.133963 6.120538 -0.648415 -0.049 -0.076 -0.039
H -11.870281 6.077330 -0.293510 -0.009 -0.038 0.004
H -10.813115 7.212947 0.553382 -0.069 -0.014 0.046
H -10.725256 4.162132 0.793272 0.170 -0.036 0.038
H -11.357773 5.246735 2.025534 0.101 0.108 0.089
C 0.942462 6.274947 -1.096116 0.388 0.352 0.006
C 1.098650 5.748289 -2.504584 -0.333 -0.318 0.293
O 1.802753 6.691304 -3.342920 -0.040 0.048 -0.136
C 3.119138 6.706140 -3.230794 -0.273 -0.110 0.046
O 3.792018 6.030440 -2.515182 0.222 -0.035 0.075
C 3.702276 7.732444 -4.218615 0.052 0.083 -0.005
F 3.028129 8.885649 -4.179352 -0.074 0.120 0.010
F 3.635482 7.258714 -5.467538 -0.033 -0.078 -0.137
F 4.972850 7.986851 -3.938608 0.167 0.001 0.054
H 0.458168 7.252670 -1.105228 -0.103 -0.056 -0.022
H 0.347966 5.593584 -0.500778 -0.036 -0.088 0.031
H 1.912657 6.392494 -0.613514 0.023 -0.072 -0.029
H 0.127255 5.618954 -2.975095 0.035 0.125 -0.128
H 1.605884 4.784907 -2.520803 0.170 0.078 -0.023
```
Positions in Å, forces in eV/Å.

Atom charges from the Löwdin analysis, given in e for atoms 1 to 99: -0.22, -0.32, 0.86, -0.46, -0.26, -0.29, -0.22, -0.21, -0.22, -0.19, -0.17, -0.26, -0.18, -0.09, -0.24, -0.18, -0.43, 0.10, 0.07, -0.39, 0.08, 0.09, 0.77, -0.12, -0.11, -0.13, -0.15, -0.11, 0.01, 0.05, 0.06, 0.01, 0.01, 0.02, 0.02, 0.08, 0.09, 0.09, 0.09, 0.09, 0.10, 0.10, 0.10, 0.09, 0.10, 0.12, 0.07, 0.12, 0.12, 0.08, 0.08, 0.07, 0.02, 0.02, 0.09, 0.12, -0.06, -0.19, 0.03, -0.41, 0.18, -0.56, 0.16, 0.17, 0.17, 0.08, 0.07, 0.08, 0.13, 0.12, -0.06, -0.19, 0.03, -0.40, 0.19, -0.55, 0.15, 0.17, 0.18, 0.08, 0.07, 0.08, 0.12, 0.13, -0.06, -0.19, 0.03, -0.40, 0.18, -0.55, 0.16, 0.17, 0.18, 0.08, 0.08, 0.08, 0.13, 0.13, -0.06

Formula: ClH2NO2Si
Source: the OMol25 dataset
Level of theory: wB97M-V/def2-TZVPD

- HOMO level (eV) = -10.34
- gap between HOMO and LUMO (eV) = 9.686
- energy above the lowest of the compared OMol25 structures with the same formula, charge and spin (kcal per mole) = 53.52
- molecular weight (g/mol) = 111.6
- E_LUMO (eV) = -0.65
- E_tot (eV) = -26013.943

XYZ file:
```
7
Properties=species:S:1:pos:R:3:forces:R:3
O 0.962057 -0.555218 -0.856313 -0.962 -1.282 -1.575
Si 1.642922 0.373320 0.076938 1.206 0.698 -0.029
H 2.845580 1.137141 -0.183404 0.438 0.294 -0.262
H 1.211222 0.553729 1.382408 -0.651 0.340 1.890
O -2.060462 0.037346 0.873590 -0.583 -0.294 -1.713
N -2.500505 -0.040267 -0.218648 0.302 1.352 2.183
Cl -2.100813 -1.506048 -1.074571 0.250 -1.108 -0.495
```
Positions in Å, forces in eV/Å.

Partial atomic charges computed with the Löwdin method, in multiples of e: -0.46, 0.61, -0.08, -0.09, -0.08, -0.44, 0.54

Formula: C3H6NO2
Source: the OMol25 dataset
Level of theory: wB97M-V/def2-TZVPD

- HOMO level (eV) = -4.08
- gap between HOMO and LUMO (eV) = 8.396
- energy above the lowest of the compared OMol25 structures with the same formula, charge and spin (kcal per mole) = 24.90
- molecular weight (g/mol) = 88.1
- E_LUMO (eV) = 4.32
- net charge = -1
- E_tot (eV) = -8794.137

XYZ file:
```
12
Properties=species:S:1:pos:R:3:forces:R:3
C -1.413827 0.344138 -1.308920 0.152 0.452 -0.584
C -1.108932 -0.425002 -0.282131 -0.897 -0.387 0.715
N -0.988302 0.030799 1.040785 0.672 -0.067 -0.379
H -1.409732 1.423039 -1.216312 -0.087 0.079 0.019
H -1.532639 -0.065728 -2.295544 -0.033 -0.114 -0.158
H -1.112349 -1.504889 -0.374032 0.220 0.028 -0.098
H -0.485506 0.914381 1.019192 -0.181 -0.006 0.279
H -0.383953 -0.606073 1.546660 0.132 0.069 0.143
O 2.274218 -0.128411 1.715414 -0.178 0.202 0.479
C 2.099910 -0.037167 0.488699 0.359 -0.187 -0.716
O 1.829623 -0.922773 -0.345119 -0.148 -0.290 0.020
H 2.231487 0.977687 0.011306 -0.013 0.220 0.282
```
Positions in Å, forces in eV/Å.

Partial atomic charges computed with the Löwdin method, in multiples of e: -0.06, -0.33, 0.03, 0.04, 0.02, 0.10, 0.07, 0.06, -0.14, -0.74, -0.14, 0.09

Which value of molecular weight does entry 1 give? 1129.6 g/mol

Number 1 is which compound? C31H48F22InO9S

molecular weight of number 2 (ClH2NO2Si)? 111.6 g/mol